Run A
Density functional theory data (ωB97M-V/def2-TZVPD) for a cluster of 2 separate species, C3H8NO3 in total.

Geometry (Å):
C -0.39 -0.94 1.12
N -0.09 0.51 1.18
C 1.28 0.77 0.66
C 1.22 1.01 -0.89
O 2.20 1.52 -1.42
O 0.09 0.63 -1.33
H -0.25 -1.41 0.11
H -1.45 -1.08 1.31
H 0.22 -1.46 1.87
H -0.85 0.93 0.68
H 1.89 -0.09 0.87
H 1.63 1.70 1.18
H -1.45 -0.07 -1.49
H -1.87 -1.22 -2.33
O -2.16 -0.80 -1.52

## Properties
Frontier orbital gap (spin up / spin down) in eV: 11.41 / 6.14
E_LUMO (spin up / spin down) in eV: 0.740 / -3.854
Expectation value of S²: 0.759
2S+1: 2

=====

Run B
Density functional theory data (ωB97M-V/def2-TZVPD) for a cluster of 2 separate species, C3H8NO3 in total.

Geometry (Å):
N 2.49 -1.18 -1.30
C 2.19 -0.55 -0.01
O 1.17 -1.24 0.67
H 1.78 -0.93 -2.00
H 2.48 -2.20 -1.30
H 3.10 -0.64 0.61
H 1.94 0.54 -0.23
O -1.83 -0.70 1.12
C -1.61 0.35 0.46
O -0.50 0.68 -0.11
C -2.70 1.44 0.42
H 0.35 -0.66 0.55
H -2.23 2.29 -0.11
H -3.10 1.77 1.43
H -3.53 1.05 -0.20

## Properties
Frontier orbital gap (spin up / spin down) in eV: 9.44 / 4.66
E_LUMO (spin up / spin down) in eV: 0.529 / -4.234
Expectation value of S²: 0.755
2S+1: 2

=====

Most stable structure, least stable structure: run A, run B.

=====

Run A
Density functional theory data (ωB97M-V/def2-TZVPD) for a cluster of 9 separate species, H19O9 in total.

Geometry (Å):
O 9.42 0.34 10.10
H 8.90 -0.56 10.27
H 10.24 0.40 10.68
H 9.80 0.27 9.28
O 11.18 -1.85 9.86
H 11.77 -2.62 9.82
H 11.79 -1.05 10.03
O 7.95 -1.73 10.42
H 7.19 -2.04 10.05
H 7.94 -2.35 11.24
O 12.56 0.25 10.74
H 13.24 0.07 11.37
H 13.06 0.95 10.23
O 8.97 3.18 9.99
H 8.23 2.55 9.96
H 9.83 2.73 9.69
O 10.99 1.61 9.26
H 11.64 1.95 9.89
H 11.14 2.06 8.40
O 10.14 0.42 12.78
H 10.68 -0.10 13.49
H 9.90 1.06 13.40
O 9.30 -0.58 7.14
H 9.83 -0.90 6.45
H 8.90 0.18 6.72
O 10.76 -2.74 12.43
H 9.93 -3.07 12.49
H 10.63 -2.61 11.53

## Properties
Charge: +1
Frontier orbital gap in eV: 10.48
E_LUMO in eV: -3.275
2S+1: 1

=====

Run B
Density functional theory data (ωB97M-V/def2-TZVPD) for a cluster of 9 separate species, H19O9 in total.

Geometry (Å):
O 2.55 -1.76 -1.27
H 3.09 -0.14 -2.22
H -1.29 -1.84 -0.23
O -0.47 1.35 2.32
H -1.80 -4.23 -0.82
O -1.95 -1.19 -2.19
H -2.50 2.77 3.06
H -1.42 -0.46 -1.88
O 0.51 1.31 -0.17
H -1.51 -1.53 -2.98
H -1.20 0.73 2.17
O -1.35 -3.53 -1.41
H 2.95 1.14 -3.05
H -0.62 -4.07 -1.81
O 2.85 0.77 -2.17
H 1.09 1.58 0.71
H -0.28 1.87 -0.11
O 1.86 2.67 1.37
H 2.05 -2.00 -0.49
H 2.38 2.51 2.20
O -2.82 2.11 2.46
H 0.08 0.52 0.36
H 1.82 3.59 1.14
O -0.97 -1.52 0.62
H -3.77 2.29 2.17
H -1.03 1.86 3.01
H 2.36 -2.52 -1.83
H -0.59 -2.30 1.04

## Properties
Charge: +1
Frontier orbital gap in eV: 10.49
E_LUMO in eV: -3.091
2S+1: 1

=====

Most stable structure, least stable structure: run B, run A.

=====

Run A
Density functional theory data (ωB97M-V/def2-TZVPD) for the molecule C2H5N3OS.

Geometry (Å):
C -0.50 0.62 0.67
C 1.65 -1.24 -0.48
H -1.46 0.91 -2.32
H -1.74 1.66 -0.59
H -1.57 0.79 1.12
H 0.02 -0.34 2.55
H 0.53 -1.50 -0.91
N -1.67 0.70 -1.26
N -0.37 0.38 -0.68
N 0.45 0.10 1.58
O 2.68 -1.76 -0.90
S 1.96 -0.32 1.22

## Properties
Frontier orbital gap in eV: 8.30
E_LUMO in eV: 0.240
2S+1: 1
SMILES string: N/N=C/NSC=O

=====

Run B
Density functional theory data (ωB97M-V/def2-TZVPD) for the molecule C2H5N3OS.

Geometry (Å):
C -1.47 -0.71 0.02
C 1.87 0.15 0.27
H -0.92 2.22 -0.61
H 0.42 1.05 -0.90
H -2.44 -1.23 0.10
H -0.17 -1.99 1.10
H 1.06 0.62 1.04
N -0.42 1.39 -0.33
N -1.66 0.46 -0.29
N -0.30 -1.27 0.31
O 2.99 0.43 0.01
S 1.05 -1.14 -0.72

## Properties
Frontier orbital gap in eV: 9.70
E_LUMO in eV: 0.488
2S+1: 1
SMILES string: N/N=C\NSC=O

=====

Most stable structure, least stable structure: run B, run A.

=====

Run A
Density functional theory data (ωB97M-V/def2-TZVPD) for a cluster of 2 separate species, C6H11Br in total.

Geometry (Å):
C 1.57 -2.10 -0.20
C 1.37 -0.80 0.10
C -0.18 1.07 -1.62
C 0.52 1.30 1.27
C -1.09 -0.52 0.58
C 0.24 0.12 0.39
Br 3.07 0.16 -0.20
H 2.47 -2.52 -0.63
H 0.86 -2.80 0.18
H -0.29 0.10 -2.17
H 0.58 1.67 -1.83
H -1.02 1.51 -1.24
H -0.52 1.73 1.39
H 1.00 0.94 2.21
H 1.21 2.02 0.87
H -1.31 -1.44 -0.03
H -1.24 -0.53 1.70
H -1.90 0.16 0.33

## Properties
Frontier orbital gap in eV: 8.45
E_LUMO in eV: 0.258
2S+1: 1

=====

Run B
Density functional theory data (ωB97M-V/def2-TZVPD) for the molecule C6H11Br.

Geometry (Å):
C 1.26 0.50 -0.18
C 0.70 -0.87 -0.03
C -0.19 0.32 -0.32
C 0.65 -1.35 1.34
C -1.22 0.89 0.76
C -0.69 0.30 -1.92
Br -0.73 2.07 -2.56
H 1.54 1.04 0.72
H 1.71 0.76 -1.09
H 0.98 -1.64 -0.69
H 1.21 -2.21 1.29
H -0.31 -1.54 1.83
H 1.15 -0.76 2.02
H -1.97 1.57 0.27
H -0.71 1.50 1.60
H -1.72 0.08 1.25
H -1.70 -0.27 -2.04
H 0.05 -0.37 -2.26

## Properties
Frontier orbital gap in eV: 10.55
E_LUMO in eV: 0.965
2S+1: 1
SMILES string: C[C@@H]1C[C@@]1(C)CBr

=====

Most stable structure, least stable structure: run B, run A.

=====

Run A
Density functional theory data (ωB97M-V/def2-TZVPD) for the molecule C5H5FOS.

Geometry (Å):
C -0.33 -0.88 -0.11
C -0.59 0.00 1.06
C -0.18 1.27 1.26
C 1.19 1.08 -0.52
C 0.90 -0.20 -0.69
H -1.39 -2.39 -1.50
H -0.17 -2.00 0.13
H -1.15 -0.34 1.94
H -0.58 1.80 2.08
H 2.04 1.54 -0.93
O 0.64 1.93 0.37
F 1.40 -0.81 -1.73
S -1.76 -1.00 -1.37

## Properties
Frontier orbital gap in eV: 9.44
E_LUMO in eV: 0.617
2S+1: 1
SMILES string: FC1=COC=C[C@H]1S

=====

Run B
Density functional theory data (ωB97M-V/def2-TZVPD) for the molecule C5H5FOS.

Geometry (Å):
C -0.84 -0.36 -1.29
C -1.50 -1.03 -2.20
C -0.63 -0.72 0.13
C -1.66 -1.15 0.87
C 1.05 1.32 1.03
H -1.93 -2.02 -1.97
H -1.56 -0.46 -3.14
H -1.46 -1.38 1.89
H -2.70 -1.23 0.50
H 0.18 1.93 0.62
O 2.05 1.85 1.45
F -0.24 0.78 -1.67
S 0.92 -0.44 0.90

## Properties
Frontier orbital gap in eV: 9.87
E_LUMO in eV: 0.139
2S+1: 1
SMILES string: C=C(F)C(=C)SC=O

=====

Run C
Density functional theory data (ωB97M-V/def2-TZVPD) for the molecule C5H5FOS.

Geometry (Å):
C -0.02 -1.15 0.81
C -0.16 -0.14 -0.06
C 0.48 -1.10 -2.05
C -0.13 1.30 0.32
C -0.37 1.76 1.56
H 0.01 -1.04 1.89
H 1.19 -1.56 -1.39
H 0.11 1.98 -0.50
H -0.77 1.14 2.29
H -0.28 2.83 1.77
O -0.34 -0.26 -1.41
F 0.00 -2.44 0.41
S 0.28 -1.32 -3.65

## Properties
Frontier orbital gap in eV: 9.18
E_LUMO in eV: 0.124
2S+1: 1
SMILES string: C=C/C(=C/F)OC=S

=====

Most stable structure, least stable structure: run B, run C.

=====

Run A
Density functional theory data (ωB97M-V/def2-TZVPD) for a structure of composition CH2S4.

Geometry (Å):
C -0.14 -0.36 -0.01
S -1.86 0.03 -0.46
S -0.88 -1.75 -0.84
S 0.47 -0.66 1.65
S 1.25 0.65 -0.71
H 0.63 0.74 1.96
H 0.54 1.35 -1.61

## Properties
Frontier orbital gap in eV: 8.43
E_LUMO in eV: -0.290
2S+1: 1

=====

Run B
Density functional theory data (ωB97M-V/def2-TZVPD) for a cluster of 2 separate species, CH2S4 in total.

Geometry (Å):
C 0.90 -0.08 -0.05
S 0.05 -1.26 0.57
S 2.51 0.21 -0.52
S -2.49 0.26 0.52
S -1.52 1.93 1.10
H 2.97 -1.22 -0.77
H -2.41 0.17 -0.86

## Properties
Frontier orbital gap (spin up / spin down) in eV: 7.27 / 6.46
E_LUMO (spin up / spin down) in eV: -1.348 / -1.664
2S+1: 1

=====

Most stable structure, least stable structure: run A, run B.

=====

Run A
Density functional theory data (ωB97M-V/def2-TZVPD) for a cluster of 2 separate species, C3H5FOS in total.

Geometry (Å):
C -2.66 0.63 0.30
C -1.63 -0.04 -0.22
C 2.36 -0.61 0.25
O 2.89 0.05 -0.70
F -1.25 0.35 -1.56
S -0.75 -1.42 0.35
H -3.02 0.45 1.23
H -3.14 1.37 -0.23
H 2.83 1.00 -0.86
H 2.41 -1.75 0.28
H 1.95 -0.04 1.16

## Properties
Frontier orbital gap (spin up / spin down) in eV: 5.32 / 8.34
E_LUMO (spin up / spin down) in eV: -1.953 / -0.011
2S+1: 1

=====

Run B
Density functional theory data (ωB97M-V/def2-TZVPD) for the molecule C3H5FOS.

Geometry (Å):
C -0.28 1.17 -0.58
C 0.93 0.32 -0.13
C -0.05 0.91 0.91
H -1.11 -0.34 -1.44
H -0.10 2.21 -0.86
H 1.95 0.71 -0.21
H 0.44 -1.71 0.92
H 0.22 1.75 1.55
O -1.34 0.59 -1.25
F -0.89 0.07 1.57
S 0.86 -1.40 -0.33

## Properties
Frontier orbital gap in eV: 10.05
E_LUMO in eV: 0.721
2S+1: 1
SMILES string: O[C@H]1[C@@H](F)[C@H]1S

=====

Most stable structure, least stable structure: run B, run A.

=====

Run A
Density functional theory data (ωB97M-V/def2-TZVPD) for the molecule C8H14N2.

Geometry (Å):
C -0.87 -0.25 -1.20
C -1.17 0.02 1.26
C -1.83 0.32 -0.04
C 2.64 0.04 -0.08
C 0.23 -0.03 1.18
C -3.26 -0.24 -0.14
C 3.17 0.13 -1.42
C 1.01 -0.04 2.49
N 0.44 0.39 -1.15
N 1.23 0.08 -0.02
H -0.65 -1.36 -1.25
H -1.21 -0.06 -2.13
H -1.87 -0.09 2.02
H -2.04 1.45 -0.30
H -3.64 -0.01 -1.15
H -3.68 0.13 0.73
H -3.15 -1.37 0.04
H 2.95 -0.71 -1.94
H 4.18 0.21 -1.43
H 2.97 1.10 -1.93
H 2.02 0.13 2.34
H 0.75 -1.05 2.94
H 0.73 0.70 3.08
H 1.07 0.51 -1.90

## Properties
Frontier orbital gap in eV: 8.78
E_LUMO in eV: 0.842
2S+1: 1

=====

Run B
Density functional theory data (ωB97M-V/def2-TZVPD) for a cluster of 2 separate species, C8H14N2 in total.

Geometry (Å):
C 2.71 1.22 -0.05
C 1.66 1.70 -1.04
C 3.37 2.53 0.41
C 1.04 2.90 -0.32
C 2.21 3.56 0.44
H 3.43 0.50 -0.48
H 2.21 0.72 0.81
H 0.91 0.93 -1.32
H 2.15 2.03 -1.98
H 4.12 2.83 -0.34
H 3.88 2.43 1.38
H 0.28 2.54 0.40
H 0.53 3.61 -1.01
H 1.92 3.80 1.48
H 2.52 4.51 -0.05
N 0.42 1.33 3.50
C 1.65 1.14 3.96
C -0.03 0.07 3.19
C 0.92 -0.88 3.46
N 1.99 -0.18 3.96
H 2.33 1.92 4.31
H -1.03 -0.09 2.78
H 0.94 -1.97 3.35
H 2.89 -0.57 4.26

## Properties
Frontier orbital gap in eV: 9.74
E_LUMO in eV: 0.800
2S+1: 1
SMILES string: c1c[nH]cn1.C1CCCC1

=====

Most stable structure, least stable structure: run B, run A.